{"formula": "C6H4Cl3", "method": "ωB97M-V with the def2-TZVPD basis set", "species": ["H", "H", "C", "H", "C", "C", "Cl", "C", "C", "Cl", "Cl", "H", "C"], "xyz": [[-1.57552, -1.44701, -0.53498], [2.38026, -0.95741, 1.12209], [0.22123, 1.40861, -0.04540], [-1.74778, 1.03586, -0.85732], [1.47540, -0.51256, 0.68741], [-0.84293, 0.59100, -0.42265], [0.10230, 3.12297, -0.26795], [-0.74728, -0.78765, -0.24366], [0.41124, -1.33017, 0.31017], [-3.79486, -0.47060, -1.58869], [0.53021, -3.04453, 0.53276], [2.20800, 1.52544, 0.79974], [1.37975, 0.86609, 0.50843]], "atomic_forces_ev_per_a": [[0.2, 0.6, 0.0], [-0.4, 0.2, -0.2], [0.0, -0.9, 0.1], [0.3, -0.5, 0.2], [0.2, -0.1, 0.1], [0.0, 0.4, -0.1], [0.0, 0.2, 0.0], [0.0, -0.4, 0.1], [-0.1, 0.9, -0.1], [-0.1, 0.0, 0.0], [0.1, -0.2, 0.1], [-0.4, -0.3, -0.1], [0.2, 0.2, 0.1]], "e_lumo_ev": 3.1, "gap_ha": 0.2632, "total_energy_ev": -43856.807, "multiplicity": 1, "total_charge": -1, "largest_force_ha_per_bohr": 0.0181, "e_above_lowest_ev": 0.000, "homo_ev": -4.1}